# C45H92N6O9

5 unconnected molecules or ions with the total composition C45H92N6O9 at a distorted geometry (ωB97M-V/def2-TZVPD, the OMol25 dataset).

Structure (XYZ):
```
152
C45H92N6O9 | the OMol25 dataset | ωB97M-V/def2-TZVPD
C 2.52734 -2.23416 -5.32318
C 1.99172 -0.86330 -4.95084
C 1.28911 -0.74894 -3.47481
C 2.07693 -0.02710 -2.23167
O 2.84398 1.20637 -2.46724
C 4.29194 0.93619 -2.38211
C 4.98022 2.29648 -1.72336
N 6.07609 1.98485 -0.72804
C 5.54665 1.30728 0.52374
C 6.56584 0.01098 0.79822
C 8.03787 0.63910 1.15549
O 6.02025 -0.87465 1.83993
N 0.90016 0.28859 -1.29408
C -0.44577 -0.30629 -1.75872
O -1.38962 -0.79983 -0.95789
C -0.28452 -0.18831 -3.38000
C -1.36548 -0.93322 -4.38206
C -1.93134 -2.36423 -3.85037
C -3.31246 -2.36080 -3.00398
C -4.17346 -0.97956 -2.97230
C -5.02935 -0.99698 -1.53502
O -5.99432 -2.10337 -1.44736
C -5.89925 -2.66228 -0.07727
C -6.25846 -1.53469 1.10475
C -0.35955 1.42919 -3.79231
O -1.65318 2.05386 -3.45905
C -1.52305 3.00546 -2.32824
C -2.13010 2.52055 -0.87275
C -2.05428 3.38932 0.52367
C -2.68410 2.69437 1.88770
C -1.33043 4.85937 0.45553
C -0.73671 5.38638 -1.00545
C -0.82883 4.49029 -2.40813
C -0.23062 5.08995 -3.84999
C -1.28033 4.79733 -5.11907
C -0.15986 6.75718 -3.75071
H 2.16700 -3.15591 -4.65944
H 3.30479 -2.42787 -6.17573
H 2.08697 -0.01004 -5.75066
H 1.17702 -1.86513 -3.13302
H 2.58921 -0.92056 -1.63624
H 4.57518 -0.03157 -1.78705
H 4.72992 0.81991 -3.46831
H 4.18984 2.97280 -1.18055
H 5.47922 2.94118 -2.58528
H 6.42764 2.92564 -0.38131
H 5.71256 2.03092 1.43150
H 4.42204 0.99160 0.42705
H 6.67048 -0.54570 -0.23971
H 7.88616 1.59936 1.84467
H 8.56031 1.00012 0.16658
H 8.70478 -0.17796 1.71408
H 5.52477 -1.60076 1.35042
H 0.82005 1.28594 -0.99131
H -2.19021 -0.15852 -4.73067
H -0.74654 -1.17089 -5.37638
H -1.07429 -2.84354 -3.17384
H -2.02682 -3.08285 -4.78273
H -3.06386 -2.65236 -1.88095
H -3.98902 -3.25496 -3.41339
H -4.93524 -0.99790 -3.88776
H -3.55682 0.01385 -2.94796
H -5.52537 0.07494 -1.46694
H -4.19131 -1.01674 -0.69414
H -6.74148 -3.50579 -0.00559
H -4.85924 -3.18775 0.10903
H -6.61137 -2.02489 2.10825
H -5.22420 -0.98216 1.30774
H -6.98045 -0.71846 0.67318
H 0.51880 2.05710 -3.31936
H -0.23058 1.54789 -4.97276
H -2.65755 1.47708 -0.82307
H -3.12542 1.62811 1.58447
H -1.84293 2.44719 2.69544
H -3.57016 3.32995 2.33252
H -1.23169 5.52340 1.42954
H -0.24695 6.47503 -0.97657
H 0.84152 4.68238 -4.08078
H -0.95631 3.85652 -5.75919
H -1.32758 5.71770 -5.87253
H -2.36494 4.68070 -4.68128
H -1.13328 7.19266 -3.21627
H -0.14419 7.26446 -4.83038
H 0.81062 7.12876 -3.19403
C 3.67626 0.67020 7.00213
O 4.02598 0.73887 5.62880
C 5.35366 0.29644 5.33389
C 5.50044 -1.23717 5.20937
C 5.50788 -1.96145 6.55332
N 4.44343 -1.81370 4.36293
H 4.52654 0.88248 7.65761
H 3.25253 -0.30984 7.23086
H 2.89905 1.41556 7.19318
H 5.60126 0.73805 4.36098
H 6.07035 0.71248 6.05247
H 6.46721 -1.43707 4.73078
H 4.51246 -2.03814 6.99721
H 5.88016 -2.98562 6.43175
H 6.16336 -1.45390 7.26825
H 4.50493 -1.39379 3.43448
H 3.54677 -1.46948 4.72247
C -9.71432 -3.74961 1.93084
O -8.38090 -3.89272 2.39404
C -8.26434 -4.10851 3.80304
C -8.48662 -5.57345 4.24300
C -9.95471 -5.99229 4.25342
N -7.72921 -6.51147 3.39887
H -10.35384 -3.24115 2.65896
H -10.12787 -4.72752 1.67586
H -9.69411 -3.15358 1.01406
H -7.23376 -3.83344 4.05820
H -8.91333 -3.41897 4.35662
H -8.11798 -5.66714 5.27206
H -10.34845 -6.17642 3.25101
H -10.08102 -6.92304 4.81915
H -10.57673 -5.22818 4.73053
H -6.73631 -6.28574 3.47174
H -7.95422 -6.28958 2.42323
C -2.72907 -5.13789 2.83613
O -3.48350 -5.66681 1.75718
C -2.84030 -5.57183 0.48331
C -1.81188 -6.69152 0.20465
C -0.48725 -6.50130 0.93950
N -2.35513 -8.01840 0.53689
H -2.13597 -4.26720 2.53980
H -2.08583 -5.91326 3.25731
H -3.42640 -4.82947 3.62018
H -3.64316 -5.66039 -0.25860
H -2.40008 -4.57694 0.34366
H -1.58938 -6.67358 -0.86952
H -0.55349 -6.75151 2.00100
H 0.28385 -7.15090 0.50855
H -0.13587 -5.46817 0.85258
H -3.18906 -8.17960 -0.02941
H -2.72184 -7.96420 1.49310
C 7.21550 8.46433 -1.55961
O 6.51181 7.97865 -0.42737
C 5.12560 7.71533 -0.66090
C 4.84019 6.34749 -1.32164
C 5.14582 6.31562 -2.81710
N 5.58307 5.26284 -0.65999
H 6.59287 9.10568 -2.19102
H 7.61353 7.62841 -2.13854
H 8.06709 9.05180 -1.20494
H 4.65559 7.71471 0.33005
H 4.66302 8.53729 -1.22080
H 3.76796 6.14488 -1.20798
H 6.21614 6.25550 -3.02820
H 4.68159 5.43769 -3.28189
H 4.74760 7.20418 -3.31738
H 5.30217 5.22734 0.32081
H 6.56609 5.55194 -0.61720
```

Highest occupied orbital energy, eV: -8.369
F_max, eV/Å: 8.29
Energy, eV: -75501.6728
Orbital gap, Eh: 0.31590
Structure (SMILES): C=C[C@H]1[C@@H](OCCNC[C@@H](C)O)NC(=O)[C@@]1(CCCCCOCC)COc1cc(C)ccc1C(C)C.COC[C@@H](C)N.COC[C@@H](C)N.COC[C@@H](C)N.COC[C@@H](C)N